Below is 3 unconnected molecules or ions with the total composition C4H12O3 at a distorted geometry, with properties calculated with ωB97M-V/def2-TZVPD.

The geometry in ORCA input format:
```
! wB97M-V def2-TZVPD RIJCOSX def2/J DEFGRID3
* xyz 1 2
O 3.2785 3.6993 4.8196
O 1.1221 -1.8862 -4.7266
O 0.4307 0.9054 -2.0116
C -1.5420 -0.5760 0.5986
C -1.3985 -2.0197 0.1611
C -0.0677 1.1457 -0.9536
C -1.3688 0.5114 -0.4796
H -0.4478 -2.4334 0.5413
H -2.1369 -2.7011 0.6121
H 0.4104 1.7343 -0.1526
H -1.3387 -2.1856 -0.9381
H -2.5022 -0.4193 1.1430
H 0.9926 -1.6819 -3.7806
H -1.8485 0.0860 -1.3360
H -0.9330 -0.3755 1.4865
H 3.0481 3.1231 5.5534
H 4.1906 3.5634 4.5511
H -1.9768 1.4079 -0.3253
H 2.0877 -1.8978 -4.7628
*
```

## Properties
HOMO energy (alpha / beta): -13.607 / -13.607 eV
<S²>: 0.758

Below is 3 unconnected molecules or ions with the total composition C4H12O3 at a distorted geometry, with properties calculated with ωB97M-V/def2-TZVPD.

The geometry in ORCA input format:
```
! wB97M-V def2-TZVPD RIJCOSX def2/J DEFGRID3
* xyz 1 2
O 1.3544 1.0123 0.7270
O -0.4393 -1.9184 1.0050
O 1.4330 -0.9043 3.6585
C 1.1037 1.2741 -0.6714
C -1.2734 0.9099 -1.9218
C -0.2662 0.5099 -1.1019
C -2.0646 -0.0483 -2.7151
H 0.8121 -1.4496 3.0149
H -0.8325 -2.1639 0.0837
H -1.0633 1.6729 -2.6508
H -1.6117 -0.1476 -3.6664
H -1.0864 -1.2178 1.3681
H 1.1328 2.3981 -0.8178
H 1.6808 0.0962 0.7982
H -0.3857 -0.3697 -0.4723
H -2.2923 -1.0700 -2.1978
H 2.0676 0.8475 -1.1334
H 0.8424 -0.2733 4.0895
H -3.0454 0.2864 -3.0789
*
```

## Properties
HOMO energy (alpha / beta): -13.908 / -13.907 eV
<S²>: 0.755

Below is 3 unconnected molecules or ions with the total composition C4H12O3S at a distorted geometry, with properties calculated with ωB97M-V/def2-TZVPD.

The geometry in ORCA input format:
```
! wB97M-V def2-TZVPD RIJCOSX def2/J DEFGRID3
* xyz -1 2
S 0.3483 2.9465 -0.3060
O 2.7740 1.0751 -1.0907
O -3.2304 -0.5214 0.5645
O 0.2213 -3.1272 1.8392
C -0.2122 1.1291 -0.5098
C -0.6184 -1.3015 0.6435
C 0.1315 0.0553 0.5235
C 0.3729 -2.5346 0.8472
H -3.4693 -0.3181 -0.4179
H 3.4547 1.7411 -1.1541
H 0.1803 0.6312 1.4587
H 1.0182 -2.6016 0.0498
H -1.3311 1.0918 -0.6374
H 1.6054 2.7198 -0.5605
H 2.5315 1.0363 -2.0373
H 0.3539 0.9084 -1.4684
H -1.3122 -1.1914 1.4959
H -1.3378 -1.5834 -0.1024
H -2.6531 0.2448 0.6467
H 1.1726 -0.4004 0.2155
*
```

## Properties
HOMO energy (alpha / beta): 0.458 / -5.669 eV
<S²>: 0.750

Below is 3 unconnected molecules or ions with the total composition C4H12O4 at a distorted geometry, with properties calculated with ωB97M-V/def2-TZVPD.

The geometry in ORCA input format:
```
! wB97M-V def2-TZVPD RIJCOSX def2/J DEFGRID3
* xyz -1 2
O -2.5922 -1.8037 -1.9444
O -0.3566 -2.3575 0.5635
O -0.9994 1.7981 -2.3250
O 0.5608 2.0099 1.4307
C 0.5590 0.7676 0.8741
C 1.9044 0.0715 1.1449
C -0.5316 1.7569 -1.1964
C 0.1503 0.5809 -0.6277
H 1.4088 2.3787 1.4334
H 2.0222 0.1117 2.2992
H -3.3317 -1.2262 -1.5701
H -0.3122 0.1505 1.5126
H -0.6688 2.6792 -0.6360
H -1.9558 -1.0924 -1.9693
H 1.8994 -1.0585 1.0085
H -0.1486 -0.4223 -0.7184
H 1.1701 0.5532 -1.1752
H -1.0674 -2.6625 -0.0100
H 2.6935 0.4993 0.5030
H -0.4042 -2.7344 1.4026
*
```

## Properties
HOMO energy (alpha / beta): 1.022 / -3.167 eV
<S²>: 0.753

Below is 3 unconnected molecules or ions with the total composition C4H12O4 at a distorted geometry, with properties calculated with ωB97M-V/def2-TZVPD.

The geometry in ORCA input format:
```
! wB97M-V def2-TZVPD RIJCOSX def2/J DEFGRID3
* xyz 0 1
O 2.1024 0.8345 -1.3711
O -0.0511 -0.5009 -3.2172
O -1.3128 -1.2117 2.3709
O -2.0398 0.9845 -1.9328
C 2.0123 0.3356 -0.2859
C 0.6160 0.1794 1.8303
C 0.7200 -0.1317 0.3286
C -0.8304 0.1411 2.2919
H 1.1236 -0.5672 2.4347
H -1.5339 0.7112 1.6781
H -1.2454 0.4610 -2.1415
H 0.7356 -1.2282 0.2459
H -2.7270 0.3382 -2.1358
H -1.1733 -1.7144 1.5640
H -0.8917 0.4501 3.3211
H -0.0753 0.2697 -3.8037
H -0.1669 0.1383 -0.2429
H 2.8471 0.2158 0.4393
H 0.8187 -0.8423 -3.4404
H 1.0720 1.1370 2.0664
*
```

## Properties
HOMO energy: -9.974 eV
SMILES string: O=CCCCO.O.O

Below is 2 unconnected molecules or ions with the total composition C4H12OS at a distorted geometry, with properties calculated with ωB97M-V/def2-TZVPD.

The geometry in ORCA input format:
```
! wB97M-V def2-TZVPD RIJCOSX def2/J DEFGRID3
* xyz 0 1
S 1.4854 -0.1713 0.6961
O -3.3796 1.7378 -0.4975
C -2.3885 1.0679 0.2866
C 0.6428 0.0537 -2.0147
C 0.7785 -0.8752 -0.8557
C 1.7428 -1.6318 1.7001
H -0.2249 -1.2139 -0.5613
H 1.4422 -0.0398 -2.7597
H -2.9057 0.2377 0.7630
H -3.1644 2.6742 -0.5200
H 1.2452 -1.8463 -1.0704
H 0.6116 1.1047 -1.7012
H -0.2382 -0.1584 -2.6321
H 2.7931 -1.9521 1.7398
H -1.7639 0.5176 -0.4417
H 1.1653 -1.6250 2.6228
H -1.8055 1.7025 0.9497
H 1.3718 -2.5383 1.2020
*
```

## Properties
HOMO energy: -8.506 eV
SMILES string: CCSC.CO

Below is 2 unconnected molecules or ions with the total composition C4H12OS2 at a distorted geometry, with properties calculated with ωB97M-V/def2-TZVPD.

The geometry in ORCA input format:
```
! wB97M-V def2-TZVPD RIJCOSX def2/J DEFGRID3
* xyz 0 1
S 1.7903 -0.5481 0.1100
S 0.7246 -2.0656 -0.7939
O 1.3911 3.5262 1.9823
C -1.4148 -2.7747 0.9134
C -0.9444 -1.7954 -0.1558
C 0.4654 1.0444 -1.8213
C 0.8996 0.9895 -0.3651
H 1.2040 4.2215 1.3399
H -1.5387 -1.7783 -1.0500
H -1.0150 -0.8046 0.2810
H 0.3573 0.0337 -2.2202
H -2.2040 -3.4585 0.5920
H -0.5548 1.4360 -1.8813
H 1.1369 1.6661 -2.3980
H 0.4961 3.2318 2.1897
H -0.5688 -3.3930 1.2192
H 1.5645 1.8003 -0.0920
H -1.8677 -2.3605 1.7995
H 0.0785 1.0291 0.3508
*
```

## Properties
HOMO energy: -8.253 eV
SMILES string: CCSSCC.O

Below is 2 unconnected molecules or ions with the total composition C4H12OS2 at a distorted geometry, with properties calculated with ωB97M-V/def2-TZVPD.

The geometry in ORCA input format:
```
! wB97M-V def2-TZVPD RIJCOSX def2/J DEFGRID3
* xyz 0 1
S -0.7638 1.3689 1.0359
S -1.0509 -0.3999 0.0661
O -0.4222 -2.3170 3.2587
C -0.9446 0.1673 -1.6451
C 1.9833 0.8975 1.1264
C -1.3185 -0.9675 -2.5816
C 0.9290 1.9149 0.6242
H 0.0826 0.5264 -1.8484
H -0.7439 -3.2344 3.4107
H -2.3502 -1.2318 -2.2948
H -0.6751 -1.8513 -2.4347
H -1.6422 0.9959 -1.8732
H 1.0618 2.0731 -0.4633
H 1.1040 2.8843 1.1292
H -0.6878 -2.1111 2.3339
H 1.8671 -0.1124 0.6984
H 2.9942 1.2674 0.8859
H -1.3085 -0.6990 -3.6514
H 1.8856 0.8284 2.2229
*
```

## Properties
HOMO energy: -8.576 eV
SMILES string: CCSSCC.O

Below is 2 unconnected molecules or ions with the total composition C4H12OS2, with properties calculated with ωB97M-V/def2-TZVPD.

The geometry in ORCA input format:
```
! wB97M-V def2-TZVPD RIJCOSX def2/J DEFGRID3
* xyz 0 1
S 0.4758 -1.9794 -0.0123
S 0.6933 -0.6862 1.5472
O -0.7244 2.2773 1.4281
C 0.1207 0.3018 -1.5880
C 1.5653 0.2819 -2.0358
C -0.7837 -1.0028 2.5573
C -0.5267 -1.0116 -1.1805
H -0.6687 -1.6558 -2.0476
H 0.0321 1.6948 1.6318
H 1.7722 -0.4893 -2.7737
H 2.2647 0.1750 -1.2037
H -0.6379 -1.7590 3.3285
H -1.1079 -0.0444 2.9640
H -1.5352 -0.8427 -0.7966
H 1.8034 1.2497 -2.4840
H -1.5638 -1.3613 1.8803
H -0.0914 1.0661 -0.8364
H -0.6020 3.0515 1.9923
H -0.4857 0.7346 -2.3708
*
```

## Properties
HOMO energy: -9.001 eV
SMILES string: CCCSSC.O

Below is a molecular structure, C4H12OSi at a distorted geometry, with properties calculated with ωB97M-V/def2-TZVPD.

The geometry in ORCA input format:
```
! wB97M-V def2-TZVPD RIJCOSX def2/J DEFGRID3
* xyz 0 1
Si 1.7896 -0.2460 -0.3521
O 2.5683 -1.5761 -0.9922
C 2.4463 0.3992 1.3242
C -1.2982 0.3420 -0.4731
C -0.5364 -0.6707 0.3061
C -2.7609 0.0015 -0.3362
H -3.0527 -0.5415 0.5844
H -0.5418 -0.5617 1.2933
H 1.5204 0.8715 -1.1572
H 2.9748 1.2671 1.1032
H -1.1085 0.3579 -1.5708
H -2.9240 -0.7931 -1.0303
H -0.7246 -1.6097 -0.0800
H -1.0290 1.3458 0.0379
H 3.0732 -2.1758 -0.3730
H 3.0751 -0.3063 1.8356
H -3.4891 0.9377 -0.3812
H 1.4597 0.4274 1.9151
*
```

## Properties
HOMO energy: -7.991 eV

Below is 2 unconnected molecules or ions with the total composition C4H12PS at a distorted geometry, with properties calculated with ωB97M-V/def2-TZVPD.

The geometry in ORCA input format:
```
! wB97M-V def2-TZVPD RIJCOSX def2/J DEFGRID3
* xyz 1 1
S 2.9750 0.2828 0.2098
P -0.2554 0.1015 -0.0082
C -1.5777 -0.6826 0.7801
C -0.1854 -0.3007 -1.7843
C -0.3854 1.9117 0.1107
C 1.3281 -0.3350 0.7082
H 0.6584 -0.7970 -2.0787
H -1.9140 -0.2340 1.6393
H 0.7823 -3.2072 -0.0488
H -1.0746 -0.9946 -1.8438
H -1.3700 1.9438 0.4579
H 1.5563 -0.8175 1.6512
H 0.1754 2.1938 1.0181
H -1.4041 -1.7613 1.0597
H -0.2020 2.4252 -0.7286
H 3.6068 0.3462 1.3703
H -0.2567 0.5479 -2.5016
H -2.4570 -0.6231 -0.0114
*
```

## Properties
HOMO energy (alpha / beta): -14.115 / -12.496 eV

Below is 2 unconnected molecules or ions with the total composition C4H12S at a distorted geometry, with properties calculated with ωB97M-V/def2-TZVPD.

The geometry in ORCA input format:
```
! wB97M-V def2-TZVPD RIJCOSX def2/J DEFGRID3
* xyz 0 1
S -0.8584 -1.8581 -0.8853
C 2.2995 1.2534 1.1734
C -0.8473 0.9574 -1.4652
C 1.7286 1.4184 2.5746
C -1.5760 -0.1987 -0.7609
H 1.9144 2.0022 0.4796
H 1.9557 0.4539 0.6304
H 0.2708 0.9165 -1.4559
H 0.6419 1.4292 2.6487
H 1.9760 2.3577 3.0434
H -1.1891 1.8955 -1.1878
H -1.7770 -2.5121 -0.2012
H -1.4491 0.0920 0.3315
H 3.4053 1.2140 1.2239
H -2.6344 -0.2355 -1.1350
H 2.1342 0.5965 3.1422
H -1.1433 0.9375 -2.4876
*
```

## Properties
HOMO energy: -8.993 eV
SMILES string: CCS.CC

Below is 2 unconnected molecules or ions with the total composition C4H12S at a distorted geometry, with properties calculated with ωB97M-V/def2-TZVPD.

The geometry in ORCA input format:
```
! wB97M-V def2-TZVPD RIJCOSX def2/J DEFGRID3
* xyz 0 1
S -1.2942 1.2829 -2.2325
C 2.1394 -1.4105 2.6529
C -1.6286 0.5281 -0.6107
C 1.1202 -0.5522 1.9213
C 1.1087 -0.9795 0.3996
H 1.8213 -2.4592 2.6092
H 0.5695 -0.1669 -0.0600
H 3.1743 -1.2395 2.3555
H 0.7388 -1.9892 0.2491
H -1.1413 1.1034 0.1619
H 2.1769 -0.9685 0.0166
H 0.0754 -0.6085 2.2766
H -2.7067 0.6638 -0.5026
H 1.4547 0.5008 1.8812
H -2.4303 0.9044 -2.7631
H 2.1375 -1.2147 3.7288
H -1.3757 -0.5173 -0.5739
*
```

## Properties
HOMO energy: -9.087 eV
SMILES string: CCC.CS

Going through the records in order, we get total energy values of -10473.995 -10473.077 -21317.279 -12529.742 -12531.806 -17224.145 -28060.299 -28060.673 -28060.792 -14266.422 -24455.243 -15176.985 -15177.216 eV.
Going through the records in order, we get energy relative to the best compared isomer or geometry (same formula, charge and spin) values of 52.3 73.4 35.9 51.3 29.6 32.3 13.1 4.4 1.7 76.4 140.1 16.6 11.3 kcal/mol.